Entry 1:
C24H43ClP2Re | wB97M-V/def2-TZVPD

Last column: Mulliken charge in e.
Element x y z (Å)
Re1 -0.002102 -0.472022 1.323594  -0.542
C1 -0.667950 -2.188739 2.316607  0.683
C2 0.710824 -2.335848 1.921401  1.070
C3 0.556537 -0.509481 3.363395  0.982
C4 -0.755175 -1.069383 3.209907  0.155
C5 1.467409 -1.290298 2.566720  0.641
C6 -1.831389 -3.061774 1.962618  -1.324
H1 -1.573728 -3.756924 1.158381  0.261
H2 -2.689700 -2.458494 1.637437  0.363
H3 -2.158072 -3.636650 2.840598  0.357
C7 -1.936958 -0.728379 4.057931  -1.465
H4 -2.877944 -0.881184 3.514513  0.383
H5 -1.898777 0.316341 4.389314  0.393
H6 -1.971084 -1.366512 4.955385  0.349
C8 0.920365 0.518851 4.378359  -1.621
H7 0.863747 0.085482 5.385831  0.337
H8 0.232662 1.369603 4.352570  0.362
H9 1.940794 0.888102 4.239367  0.382
C9 2.955274 -1.176279 2.627528  -1.538
H10 3.339364 -1.781724 3.460936  0.338
H11 3.276116 -0.144520 2.806935  0.358
H12 3.426819 -1.540852 1.707698  0.426
C10 1.314782 -3.492097 1.187839  -1.773
H13 1.772993 -4.184258 1.909239  0.363
H14 2.098036 -3.151988 0.501355  0.367
H15 0.546946 -4.030126 0.624617  0.339
C11 -1.764158 0.994912 -3.540337  -0.457
C12 -2.013793 -0.308847 -3.311689  -0.621
C13 -1.218172 -1.435216 -3.893086  -0.987
C14 0.328636 -1.217757 -3.992865  -1.166
C15 0.990710 -0.406901 -2.908836  -0.751
C16 1.105677 0.933420 -2.916903  0.281
C17 0.634101 1.824769 -4.011716  -1.334
C18 -0.793514 1.537475 -4.545586  -0.980
H16 -1.579019 -1.652912 -4.911421  0.435
H17 0.543846 -0.840989 -5.002808  0.339
H18 -1.409091 -2.347109 -3.304400  0.368
H19 -0.721736 0.892277 -5.434322  0.364
H20 -2.447180 1.754944 -3.138365  0.760
H21 -2.965405 -0.591428 -2.847408  0.977
H22 -1.193123 2.502075 -4.893464  0.441
H23 0.679549 2.880838 -3.695719  0.207
H24 1.771070 1.447516 -2.232259  0.868
H25 1.312669 1.763591 -4.886863  0.517
H26 0.763417 -2.232090 -3.935726  0.345
H27 1.546665 -1.009409 -2.176802  0.521
P1 -1.615548 0.862862 -0.033601  0.405
P2 1.445453 1.644551 0.742729  1.385
C19 -0.945592 2.413077 -0.774810  -0.150
C20 0.433364 2.854103 -0.231972  -1.459
H28 -1.704094 3.179651 -0.538624  0.670
H29 -0.950966 2.308726 -1.864520  -0.235
H30 1.062875 3.216683 -1.048023  0.645
H31 0.264802 3.704114 0.437841  0.634
C21 2.191769 2.695728 2.033793  -1.418
H32 2.775175 2.100919 2.747393  0.280
H33 1.409753 3.246986 2.570060  0.367
H34 2.870828 3.405887 1.535581  0.544
C22 2.945222 1.073211 -0.120160  -1.564
H35 3.486014 1.940317 -0.512596  0.563
H36 2.699777 0.386383 -0.935563  0.221
H37 3.600304 0.531356 0.577656  0.381
C23 -3.393634 0.669252 -0.058384  -1.147
H38 -3.637177 -0.306895 0.380224  0.310
H39 -3.758857 0.699284 -1.089670  0.426
H40 -3.850409 1.459878 0.547794  0.507
C24 -1.122090 -0.804038 -0.686783  1.164
H41 -0.705997 -1.669657 -0.080445  -0.238
H42 -0.458385 -0.701601 -1.535472  -2.044
H43 -2.076470 -1.234198 -1.020001  1.179
Cl1 -1.597029 1.913405 2.138088  -0.198

Forces on atoms 1 to 6 (eV/Å):
Re 0.9 5.6 -4.9
C -0.4 -1.2 2.1
C 0.4 -1.5 1.1
C -0.1 -0.2 1.2
C -0.3 -1.6 1.8
C 0.5 -0.8 1.0

Relative energy (zero: lowest compared OMol25 entry of this formula, charge and spin) (eV): 0.000
2S+1: 4
Total charge: +2
<S²>: 3.77

=====

Entry 2:
C24H43F3S7Si4Y | wB97M-V/def2-TZVPD

Last column: Mulliken charge in e.
Element x y z (Å)
Y1 0.979634 1.186455 0.816512  -0.895
C1 3.951424 0.346587 3.582709  -0.472
C2 4.524199 -0.782871 2.754520  -1.161
S1 3.780049 -0.900248 1.079583  0.132
C3 3.531721 -2.718375 0.959001  -0.693
C4 2.436301 -3.269602 1.854925  -1.303
S2 0.930973 -2.212117 1.822600  0.375
C5 0.616819 -1.950697 3.603857  -0.863
C6 1.728147 -1.302360 4.410704  -0.775
S3 2.141214 0.390473 3.822175  0.042
H1 4.419309 0.366429 4.568722  0.494
H2 4.135405 1.292659 3.067576  0.141
H3 5.591618 -0.597299 2.617715  0.496
H4 4.400100 -1.754925 3.228726  0.421
H5 3.267129 -2.857457 -0.087644  0.191
H6 4.480966 -3.216711 1.157765  0.534
H7 2.139670 -4.258403 1.505537  0.579
H8 2.761847 -3.344657 2.889463  0.598
H9 -0.264497 -1.305395 3.589077  0.072
H10 0.363513 -2.924780 4.028389  0.569
H11 1.402629 -1.211786 5.449426  0.534
H12 2.644911 -1.885827 4.388118  0.322
S4 3.707062 2.187232 0.746021  -0.414
S5 3.452167 3.850377 1.922169  -0.168
S6 1.746420 4.779640 1.215399  -0.169
S7 0.149391 3.730382 1.896520  -0.303
C7 -2.481735 1.846466 -1.438396  -0.815
Si1 -0.898186 1.967108 -2.508317  0.253
C8 -1.548502 1.975310 -4.314690  -1.133
C9 -0.165131 3.696217 -2.144971  -0.617
Si2 0.687069 0.298220 -1.827434  0.851
Si3 2.620532 0.432752 -3.206909  0.464
C10 3.947734 -0.861633 -2.716295  -0.848
C11 2.296931 0.171181 -5.084244  -1.114
C12 3.438224 2.145562 -3.023393  -0.773
Si4 -0.366726 -1.835910 -2.093158  0.424
C13 -1.860971 -2.020988 -0.908630  -0.869
C14 -1.076556 -2.161990 -3.850456  -1.143
C15 0.752854 -3.364035 -1.760864  -0.654
H13 -3.144408 2.695800 -1.587895  0.488
H14 -2.234496 1.809468 -0.378795  -0.006
H15 -3.051324 0.951076 -1.670524  0.272
H16 -2.275907 2.764957 -4.486985  0.372
H17 -2.033547 1.031563 -4.546637  0.261
H18 -0.739110 2.107176 -5.024826  0.295
H19 -0.916400 4.482763 -2.152249  0.381
H20 0.601240 3.974796 -2.861463  0.282
H21 0.294352 3.706710 -1.154511  -0.095
H22 3.605453 -1.877051 -2.892755  0.283
H23 4.177385 -0.764844 -1.658952  0.077
H24 4.875979 -0.729849 -3.267401  0.448
H25 1.900014 -0.820294 -5.278438  0.289
H26 3.195581 0.286944 -5.685079  0.373
H27 1.566424 0.887458 -5.446680  0.237
H28 3.559767 2.388245 -1.971234  0.085
H29 2.829449 2.925540 -3.470706  0.240
H30 4.423808 2.196314 -3.478086  0.364
H31 -2.708514 -1.445378 -1.268788  0.345
H32 -1.614727 -1.649628 0.082768  -0.037
H33 -2.190517 -3.051869 -0.801795  0.480
H34 -1.828672 -1.419818 -4.099575  0.270
H35 -1.540869 -3.141509 -3.939499  0.360
H36 -0.296186 -2.100047 -4.601948  0.243
H37 1.081450 -3.371256 -0.727460  -0.256
H38 1.633609 -3.351618 -2.394165  0.287
H39 0.232553 -4.300896 -1.946603  0.435
F1 -8.340923 1.656808 2.431221  -0.262
C16 -7.651751 0.932754 3.343001  0.833
F2 -7.863681 1.561349 4.524035  -0.265
F3 -8.299535 -0.243461 3.437976  -0.291
C17 -6.203119 0.799906 3.008945  0.387
C18 -5.435509 1.957913 2.885713  -0.958
C19 -4.093969 1.865442 2.588841  -0.484
C20 -3.492951 0.612574 2.410461  0.445
C21 -4.278885 -0.539147 2.524337  -0.473
C22 -5.621398 -0.449424 2.822847  -0.677
C23 -2.117217 0.515648 2.101625  0.300
C24 -0.934543 0.387398 1.827789  -0.452
H40 -5.903991 2.922063 3.023980  0.372
H41 -3.490920 2.756186 2.488212  0.540
H42 -3.815897 -1.502600 2.368449  0.472
H43 -6.221755 -1.343147 2.911039  0.428

Forces on atoms 1 to 6 (eV/Å):
Y 1.5 0.8 1.4
C -0.4 0.1 0.3
C -0.2 0.0 -0.6
S 0.3 -0.5 0.0
C 0.1 0.8 0.1
C -0.6 0.4 0.0

Relative energy (zero: lowest compared OMol25 entry of this formula, charge and spin) (eV): 1.979
Total charge: -1

=====

Entry 3:
C24H43FeN2P3SSe | wB97M-V/def2-TZVPD

Last column: Mulliken charge in e.
Element x y z (Å)
Fe1 -0.237748 -0.181743 0.067228  0.256
P1 -2.559469 -0.355929 0.069744  0.858
P2 -0.053962 -2.557666 0.297604  1.551
P3 -0.231737 2.089024 0.301622  0.822
H1 1.645331 -1.251401 -1.670900  0.762
C1 1.593403 -0.272516 -1.169021  -1.556
C2 2.011043 -0.138541 0.181998  -1.509
H2 2.268816 -1.014735 0.790378  0.436
C3 -3.115601 -0.231663 -1.677849  -1.337
C4 -3.571386 -1.825176 0.534023  -1.334
C5 -3.590245 0.929689 0.888450  -1.221
C6 1.628798 -3.300731 0.413220  -1.663
C7 -0.794362 -3.637996 1.596653  -1.580
C8 -0.674898 -3.339559 -1.258635  -1.264
C9 1.383930 2.966053 0.348549  -1.383
C10 -0.987502 2.996191 1.719027  -1.099
C11 -1.037856 2.870189 -1.157596  -1.042
H3 1.718917 0.621906 -1.802181  0.582
H4 2.535047 0.787158 0.421373  0.992
H5 -4.210260 -0.290169 -1.710563  0.575
H6 -2.682890 -1.061739 -2.251281  0.309
H7 -2.773151 0.708642 -2.125292  0.277
H8 -4.563933 -1.713956 0.076179  0.586
H9 -3.714358 -1.881087 1.618774  0.381
H10 -3.126643 -2.758120 0.173308  0.315
H11 -4.651209 0.728257 0.683990  0.540
H12 -3.352468 1.929362 0.511621  0.400
H13 -3.430099 0.903506 1.974024  0.293
H14 1.569829 -4.379966 0.211545  0.562
H15 2.006534 -3.148203 1.433386  0.400
H16 2.316683 -2.829159 -0.295315  0.356
H17 -0.467008 -4.676159 1.431942  0.540
H18 -1.890781 -3.644882 1.597314  0.421
H19 -0.424069 -3.331435 2.586419  0.386
H20 -0.266955 -4.357903 -1.321114  0.521
H21 -0.326948 -2.753156 -2.118984  0.199
H22 -1.770514 -3.379496 -1.287536  0.309
H23 1.218264 4.042777 0.203660  0.565
H24 2.045258 2.587577 -0.437300  0.357
H25 1.859125 2.795262 1.324386  0.286
H26 -0.935441 4.075661 1.516908  0.528
H27 -0.427394 2.780284 2.636407  0.194
H28 -2.030458 2.714708 1.880168  0.285
H29 -0.715120 3.917938 -1.212330  0.528
H30 -2.130918 2.823012 -1.078521  0.289
H31 -0.726679 2.339119 -2.067811  0.145
C12 1.078859 -0.057616 -5.031771  0.702
C13 2.363403 -0.302394 -4.512098  0.059
C14 3.474886 -0.278866 -5.356782  -0.715
C15 3.321295 -0.037780 -6.725846  -0.395
C16 2.036252 0.169237 -7.261045  -0.637
C17 0.918436 0.150228 -6.423264  -0.628
Se1 -0.530541 0.063118 -3.996248  0.238
H32 0.071842 -0.299933 -2.611553  -0.012
H33 2.472866 -0.496539 -3.451317  0.448
H34 4.470024 -0.447523 -4.949020  0.425
H35 4.191440 -0.012084 -7.380432  0.438
H36 1.897273 0.348125 -8.331616  0.409
H37 -0.085414 0.307465 -6.828594  0.359
N1 -2.156960 -1.098433 3.377790  -0.024
C18 -1.136833 -0.297595 3.769734  0.230
N2 -0.077681 0.005463 3.050529  0.231
C19 0.825891 0.768803 3.794145  -0.916
C20 2.074677 1.257433 3.390063  -0.232
C21 2.821714 2.047724 4.274221  -0.532
C22 2.341424 2.324179 5.560604  -0.473
C23 1.096577 1.836924 5.984247  -0.483
C24 0.338968 1.083422 5.097576  0.981
S1 -1.279573 0.450543 5.351047  -0.159
H38 -2.798940 -1.350478 4.118147  0.281
H39 -1.935132 -1.817693 2.695930  -0.230
H40 2.429783 0.979154 2.398254  0.434
H41 3.786917 2.445240 3.948584  0.479
H42 2.957459 2.932935 6.220616  0.441
H43 0.702201 2.033712 6.980455  0.459

Forces on atoms 1 to 6 (eV/Å):
Fe 1.3 -0.6 0.8
P -1.3 0.2 -0.6
P 0.3 -1.5 0.4
P 0.0 1.9 0.8
H -0.1 0.5 0.2
C 0.6 0.1 0.7

2S+1: 6
Total charge: +3
<S²>: 8.92

=====

The records above give, respectively, energy values of -2160.78040 -5223.75138 -6136.15722 hartree.